This record from OMol25 describes a 8-piece molecular cluster, C16H48O8 overall at a distorted geometry. The level of theory is wB97M-V/def2-TZVPD.

Positions of all 72 atoms, in Å:
C: 5.4595 -2.7104 -8.6121
C: 5.0119 -2.6346 -7.2098
O: 3.6303 -2.6080 -7.1313
H: 5.3086 -3.6837 -9.0791
H: 6.5229 -2.4814 -8.6811
H: 5.1396 -1.9139 -9.2838
H: 5.2159 -1.5957 -6.9507
H: 5.3603 -3.3437 -6.4588
H: 3.2821 -1.8798 -7.6511
C: -6.6921 4.5172 3.6703
C: -5.4838 3.9295 4.3310
O: -5.7659 3.1832 5.4563
H: -7.2587 5.1233 4.3773
H: -7.2864 3.7124 3.2377
H: -6.5054 4.9639 2.6938
H: -4.7071 4.6874 4.4339
H: -4.9136 3.3462 3.6081
H: -6.5540 2.6954 5.2060
C: 1.1562 2.8156 -8.5488
C: 0.3597 2.2511 -9.7893
O: 0.7253 0.9187 -9.8559
H: 0.6686 2.3009 -7.7210
H: 1.2469 3.8761 -8.3134
H: 2.2048 2.5229 -8.6024
H: 0.6964 2.4725 -10.8021
H: -0.7242 2.2211 -9.6785
H: 0.0014 0.3378 -10.1011
C: -1.6172 -1.2696 -0.0779
C: -1.1595 -1.2341 -1.5012
O: 0.0907 -1.8641 -1.5573
H: -1.1652 -0.5075 0.5569
H: -1.4185 -2.2341 0.3894
H: -2.6659 -0.9871 0.0146
H: -1.0993 -0.1723 -1.7405
H: -1.8352 -1.6433 -2.2522
H: 0.3922 -1.9154 -2.4673
C: 4.3516 2.7041 0.8303
C: 3.9908 4.1074 1.2633
O: 5.1367 4.8327 1.7306
H: 3.6919 2.5674 -0.0265
H: 4.2317 1.8785 1.5317
H: 5.3794 2.8326 0.4906
H: 3.2109 3.9779 2.0137
H: 3.6890 4.6309 0.3562
H: 5.1807 4.9331 2.6844
C: 6.9348 -5.0798 1.4250
C: 6.5812 -6.3489 0.6701
O: 5.9264 -5.9407 -0.4718
H: 7.4730 -5.2239 2.3618
H: 6.0506 -4.5133 1.7170
H: 7.5677 -4.3657 0.8982
H: 6.1087 -7.0379 1.3702
H: 7.4532 -6.8330 0.2302
H: 5.1328 -5.4557 -0.2337
C: -9.7317 -2.3029 3.6539
C: -9.6535 -1.7431 5.0227
O: -10.1214 -0.3830 4.9453
H: -10.7786 -2.2898 3.3509
H: -9.3806 -3.3326 3.5867
H: -9.0884 -1.6999 3.0131
H: -8.6309 -1.7160 5.3989
H: -10.3110 -2.2708 5.7136
H: -10.8665 -0.2023 5.5231
C: 0.6504 0.9326 6.7604
C: 0.8209 1.6406 8.0994
O: 0.0214 2.8384 8.0380
H: -0.4072 0.6727 6.7165
H: 1.1106 -0.0406 6.5899
H: 1.0373 1.4651 5.8916
H: 1.8300 2.0210 8.2578
H: 0.6632 0.9294 8.9103
H: -0.8764 2.6192 7.7781

Properties
* largest force on an atom: 3.57 eV Å⁻¹
* electronic energy: -33744.977 eV
* multiplicity: 1
* ΔE to the lowest compared entry with this formula, charge and spin: 127.4 kcal/mol
* net charge: 0
* HOMO level: -9.8 eV
* SMILES string: CCO.CCO.CCO.CCO.CCO.CCO.CCO.CCO